Record 1
Entry from the OMol25 dataset: an isolated molecule of C4H9O2P (wB97M-V/def2-TZVPD).

Positions of all 16 atoms, in Å:
1 C 0.177 0.608 0.347
2 C -0.104 -0.617 -0.416
3 C 0.949 1.733 -0.203
4 C 0.902 -1.722 -0.052
5 O -2.081 1.224 -0.205
6 O -1.386 -1.159 -0.130
7 P -2.646 -0.114 0.152
8 H 0.019 0.539 1.415
9 H -0.044 -0.420 -1.494
10 H 1.906 1.367 -0.586
11 H 1.121 2.500 0.547
12 H 0.426 2.187 -1.045
13 H 0.875 -1.929 1.016
14 H 1.906 -1.425 -0.348
15 H 0.619 -2.626 -0.585
16 H -2.640 -0.146 1.587

The energy above the lowest of the compared OMol25 structures with the same formula, charge and spin is 324.8 kJ/mol. The electronic energy comes out at -17675.6504 eV.

And the Löwdin charges, in e, turn out to be:
1. C -0.080
2. C -0.473
3. C -0.074
4. C -0.023
5. O -0.427
6. O -0.368
7. P 0.700
8. H 0.123
9. H 0.153
10. H 0.089
11. H 0.082
12. H 0.091
13. H 0.087
14. H 0.082
15. H 0.084
16. H -0.046

Record 2
Entry from the OMol25 dataset: an isolated molecule of C5H9N3 (wB97M-V/def2-TZVPD).

Positions of all 17 atoms, in Å:
1 N -0.959 -1.725 0.786
2 C 0.069 -0.937 0.021
3 C 1.074 -0.290 0.967
4 C 1.788 0.683 0.093
5 N 1.235 1.353 -0.925
6 N -0.152 1.300 -1.282
7 C -1.202 1.613 -0.362
8 C -0.854 0.131 -0.750
9 H -0.546 -2.881 0.516
10 H -1.925 -1.613 0.084
11 H 0.653 -1.495 -0.856
12 H 0.583 0.244 1.812
13 H 1.877 -1.140 1.454
14 H 2.798 0.902 0.299
15 H -1.018 2.357 0.486
16 H -2.197 2.050 -0.737
17 H -1.226 -0.552 -1.606

The energy above the lowest of the compared OMol25 structures with the same formula, charge and spin is 617.1 kJ/mol. Its SMILES is N[C@@H]1CC=NN2C[C@H]12. The electronic energy comes out at -9795.0713 eV.

And the Löwdin charges, in e, turn out to be:
1. N -0.049
2. C -0.454
3. C -0.181
4. C -0.144
5. N 0.055
6. N -0.140
7. C -0.084
8. C -0.223
9. H 0.166
10. H 0.130
11. H 0.166
12. H 0.119
13. H 0.176
14. H 0.083
15. H 0.125
16. H 0.108
17. H 0.148